13
Properties=species:S:1:pos:R:3:forces:R:3 method="wB97M-V/def2-TZVPD" e_above_lowest_kcal_mol=101.3 total_charge=0 orbital_gap_ev=9.02 e_lumo_ha=-0.0032
N 2.299 -1.084 -0.047 -2.1 3.2 2.2
C 1.721 -0.288 0.623 1.2 -3.8 -0.1
C 0.933 0.512 1.629 -0.2 0.6 1.4
S 0.071 1.685 0.522 -0.8 -0.8 1.0
C -1.121 0.384 0.033 4.5 0.3 -0.2
O -1.279 0.465 -1.290 1.6 -2.8 -4.2
C -0.601 -0.558 -2.023 -0.5 -1.3 0.9
S -0.892 -0.663 -3.623 0.7 0.0 1.4
H 1.670 1.157 2.168 -0.5 -0.7 -0.1
H 0.115 0.037 2.534 2.9 0.8 -3.2
H -2.014 0.450 0.368 -6.1 1.8 3.0
H -0.921 -0.599 0.405 1.4 -0.8 0.0
H 0.019 -1.496 -1.299 -1.9 3.4 -2.1

19
Properties=species:S:1:pos:R:3:forces:R:3 method="wB97M-V/def2-TZVPD" e_above_lowest_kcal_mol=57.5 total_charge=0 orbital_gap_ev=10.70 e_lumo_ha=0.0387
C 2.432 0.789 0.108 -0.6 -0.1 0.3
C 2.354 -0.464 -0.756 -0.7 -0.5 0.2
O 1.151 -1.348 -0.499 0.7 0.7 0.0
C 0.141 -0.947 0.394 0.1 0.7 0.4
C -1.160 -0.485 -0.262 0.2 -0.1 -0.2
O -1.891 0.121 0.783 0.0 0.0 0.0
C -3.105 0.680 0.360 -0.3 0.1 -0.1
H 1.539 0.732 0.738 0.7 0.7 0.0
H 2.340 1.738 -0.426 0.2 -0.3 -0.1
H 3.267 0.823 0.811 0.1 -0.1 -0.3
H 3.209 -1.129 -0.582 -0.2 0.2 -0.1
H 2.309 -0.219 -1.823 0.0 -0.1 0.3
H -0.050 -1.696 1.176 0.1 -0.2 -0.5
H 0.438 -0.055 0.973 -0.5 -0.7 0.0
H -0.918 0.249 -1.051 -0.1 -0.1 0.1
H -1.748 -1.294 -0.726 0.2 0.1 0.1
H -3.783 -0.084 -0.053 0.1 0.1 0.0
H -2.947 1.458 -0.405 0.0 -0.1 0.1
H -3.577 1.131 1.237 0.1 -0.1 -0.2

12
Properties=species:S:1:pos:R:3:forces:R:3 method="wB97M-V/def2-TZVPD" e_above_lowest_kcal_mol=66.2 total_charge=0 orbital_gap_ev="8.02 / 8.03" e_lumo_ha="0.0114 / 0.0115"
C -2.789 -1.193 -0.065 -1.0 3.3 1.4
N -1.796 -0.335 -0.017 -1.9 -1.8 0.8
S -1.850 1.216 0.445 -0.2 2.3 0.3
H -2.619 -2.186 -0.109 1.1 -3.0 -0.7
H -3.846 -0.950 0.314 1.9 0.4 -1.0
H -0.815 -0.602 0.002 0.1 -1.2 -0.8
C 2.682 1.035 -0.100 -2.2 1.8 0.6
C 1.840 -0.101 -0.065 -0.8 -0.4 -0.3
N 1.027 -0.899 -0.047 -0.5 -1.1 0.1
H 1.971 1.836 -0.462 0.8 -0.6 0.2
H 3.401 0.896 -0.876 1.3 0.3 0.3
H 2.794 1.283 0.980 1.3 0.1 -1.0

69
Properties=species:S:1:pos:R:3:forces:R:3 method="wB97M-V/def2-TZVPD" total_charge=+1 orbital_gap_ev="6.70 / 6.60" multiplicity=5 e_lumo_ha="-0.1233 / -0.1343"
Fe -0.063 -2.596 0.590 -2.7 -1.3 0.6
N -3.456 -0.028 0.905 -0.8 0.0 0.3
C -2.678 -1.111 0.718 -1.5 -1.0 1.6
S -1.408 -0.979 -0.409 0.4 0.7 -0.8
N -3.020 -2.214 1.437 1.4 0.6 -1.0
N -2.058 -3.154 1.183 -1.9 -1.3 0.1
C -2.329 -4.419 1.334 -0.2 1.0 0.6
C -1.296 -5.309 0.803 0.2 0.8 0.1
C -1.381 -6.723 0.861 0.1 1.1 -1.2
C -0.400 -7.398 0.148 1.0 -1.1 0.2
C 0.476 -6.658 -0.668 1.1 -2.4 -0.4
C 0.585 -5.320 -0.542 -0.3 1.9 0.4
N -0.261 -4.591 0.220 -0.2 -2.7 0.1
H -3.208 0.810 0.411 -0.2 0.0 -0.1
H -4.376 -0.096 1.375 1.2 0.0 -0.4
H -3.268 -4.794 1.800 0.7 0.3 -0.5
H -2.286 -7.216 1.225 0.6 0.2 0.4
H -0.163 -8.501 0.308 -1.0 1.5 -0.7
H 1.183 -7.175 -1.359 -0.6 0.4 0.9
H 1.382 -4.749 -1.027 -0.3 -0.3 0.0
C -1.286 -0.531 3.626 -0.2 -1.2 -0.3
P 0.002 -1.331 2.593 -1.0 2.1 0.4
C 0.915 -2.275 3.789 1.6 0.5 0.6
C 1.079 0.129 2.285 -1.0 0.7 -0.1
C 0.894 1.422 2.838 0.7 -0.9 0.3
C 1.940 2.345 2.679 -0.6 -0.5 0.8
C 3.097 1.973 1.993 0.9 0.5 -0.4
C 3.162 0.809 1.217 -1.4 0.1 0.0
C 2.079 -0.085 1.347 0.9 0.3 0.0
P 1.777 -1.518 0.312 2.5 0.8 -2.5
C 3.322 -2.492 0.325 0.2 -1.5 -0.1
C 1.679 -0.860 -1.439 1.1 -0.3 0.6
H -1.769 0.323 3.128 0.2 -0.4 0.4
H -0.795 -0.321 4.559 0.1 0.7 0.5
H -1.993 -1.336 3.874 -0.2 0.4 -0.3
H 1.437 -3.064 3.250 0.0 -0.3 0.3
H 0.224 -2.661 4.514 -0.2 -0.5 0.4
H 1.682 -1.652 4.307 -0.6 -0.5 -0.2
H 0.030 1.617 3.497 0.7 0.1 -0.5
H 1.850 3.300 3.222 0.3 -0.5 -0.5
H 3.980 2.631 2.032 -0.6 -0.2 -0.2
H 3.905 0.638 0.435 0.1 0.1 0.6
H 4.004 -2.282 -0.524 -0.3 0.1 0.6
H 3.106 -3.615 0.286 0.2 1.5 0.1
H 3.792 -2.293 1.300 0.2 -0.1 -0.4
H 2.741 -0.727 -1.740 -0.8 0.4 -0.2
H 1.089 0.054 -1.437 0.2 0.1 -0.1
H 1.198 -1.581 -2.117 0.2 0.1 0.4
C 0.505 6.384 -1.341 -0.4 0.4 -1.4
N -0.341 5.504 -2.173 1.2 -0.6 0.9
C -1.703 5.846 -2.495 0.0 -0.8 -0.2
C -2.495 4.532 -2.537 -0.3 0.7 -0.2
C -1.935 3.607 -3.573 1.1 -0.2 -1.1
N -0.475 3.493 -3.409 0.3 -0.2 -0.6
C 0.257 2.583 -4.332 0.0 0.5 1.6
C 0.296 4.347 -2.622 -1.4 1.0 -1.1
O 1.483 4.172 -2.434 0.5 -0.3 0.4
H 1.385 6.619 -1.938 0.0 0.4 0.1
H 0.878 5.942 -0.447 0.0 -0.7 0.7
H -0.052 7.288 -1.076 0.1 -0.2 -0.2
H -1.772 6.451 -3.423 -0.1 -0.4 0.3
H -2.107 6.407 -1.671 -0.1 0.6 0.2
H -3.536 4.749 -2.793 0.0 -0.2 0.3
H -2.396 4.086 -1.539 -0.3 0.0 -0.2
H -2.187 3.972 -4.629 0.3 -0.5 1.2
H -2.282 2.573 -3.448 -0.5 0.3 -0.2
H -0.038 1.543 -4.184 -0.2 0.0 0.1
H 1.307 2.690 -4.024 -0.3 -0.1 -0.5
H 0.090 2.820 -5.377 0.0 0.3 -0.2

67
Properties=species:S:1:pos:R:3:forces:R:3 method="wB97M-V/def2-TZVPD" e_above_lowest_kcal_mol=26.3 total_charge=+1 orbital_gap_ev=5.14 e_lumo_ha=-0.2502
Hg 1.977 -1.882 1.714 -1.9 1.0 -1.8
C -0.053 0.400 -1.047 -0.6 -2.0 1.1
C -0.833 -0.783 -0.266 1.5 1.3 0.4
O -0.132 -1.298 0.873 0.4 -0.1 0.5
H -0.491 0.564 -2.031 0.1 0.2 0.0
H 0.996 0.111 -1.101 0.0 -0.2 -0.4
H -0.065 1.301 -0.434 -0.3 0.0 -0.1
H -1.256 -1.613 -0.832 0.7 -0.1 -0.8
H -1.754 -0.325 0.095 -0.1 0.3 0.6
C -0.520 1.194 2.972 1.1 0.0 -1.6
C -1.405 0.369 3.878 0.4 1.2 -0.2
O -1.447 1.098 5.118 0.6 0.8 0.6
S -0.547 2.520 5.180 0.5 -0.2 0.9
O 0.730 2.282 5.907 -3.5 0.6 -2.0
O -1.405 3.671 5.553 2.4 -3.5 -1.4
O -0.228 2.428 3.556 -0.5 1.9 1.6
H -0.947 1.345 1.981 -0.6 0.4 0.1
H 0.445 0.777 2.682 0.2 -0.6 0.6
H -0.938 -0.615 3.931 -0.5 -0.1 0.7
H -2.400 0.372 3.434 -0.1 -0.4 0.5
C -3.046 -2.012 -2.885 1.8 0.0 0.1
C -1.759 -1.844 -3.825 -2.9 1.8 0.8
O -2.119 -2.446 -5.002 -2.1 -2.9 -2.8
S -3.766 -2.916 -5.111 -0.1 -1.5 1.1
O -3.869 -4.361 -4.806 0.5 3.5 -0.9
O -4.472 -2.352 -6.245 1.8 -0.8 2.1
O -4.170 -2.078 -3.734 0.5 -0.5 -1.5
H -3.128 -1.123 -2.261 -0.3 -0.2 0.0
H -2.945 -2.917 -2.286 -0.3 -0.1 0.1
H -0.795 -2.169 -3.433 -0.2 0.0 0.0
H -1.857 -0.813 -4.164 1.2 0.7 1.0
O 1.396 -4.051 1.367 1.1 -0.4 0.8
C 0.517 -4.701 0.823 -0.7 2.9 -2.2
O -0.197 -5.567 1.441 1.5 -0.5 1.9
C -1.229 -6.003 0.637 -3.7 0.5 -1.5
C -1.566 -4.780 -0.275 1.3 -1.9 -1.4
C -0.100 -4.403 -0.588 0.4 1.2 1.0
H -2.127 -6.182 1.228 0.5 -0.5 0.4
H -0.950 -6.873 0.043 0.0 0.0 0.2
H -2.171 -3.986 0.164 0.5 0.0 0.5
H -2.117 -5.119 -1.152 0.1 -0.1 -0.1
H 0.007 -3.371 -0.923 0.1 0.4 1.0
H 0.544 -4.831 -1.356 -0.7 -1.3 -0.1
O -3.083 5.150 0.927 4.7 -1.3 -1.1
C -1.861 4.869 0.735 -6.6 1.4 1.5
O -0.955 5.387 1.612 -2.4 -0.3 -0.7
C 0.320 5.117 1.205 1.1 -0.5 -1.6
C 0.147 4.331 -0.160 2.1 0.0 0.1
C -1.296 3.931 -0.337 1.0 0.0 1.6
H 0.806 4.504 1.963 0.2 0.0 -0.1
H 0.850 6.064 1.097 0.2 -0.1 -0.1
H 0.857 3.519 -0.005 -0.1 -0.4 -0.8
H 0.399 4.886 -1.064 0.6 0.3 0.4
H -1.425 2.890 -0.039 -0.4 0.1 0.4
H -1.636 3.955 -1.373 -0.4 0.8 0.4
O 3.219 0.216 1.479 1.8 0.9 -0.6
C 4.025 0.847 0.763 0.2 -0.3 0.4
O 5.137 1.515 1.195 -3.0 -2.0 1.7
C 5.840 1.999 0.113 2.6 1.7 -1.6
C 4.943 2.083 -1.062 -0.9 0.7 -0.4
C 3.971 1.016 -0.733 -1.3 -0.8 -0.3
H 6.668 1.344 -0.159 0.2 -0.1 0.6
H 6.212 3.003 0.317 0.3 -0.3 0.5
H 5.445 1.933 -2.018 -0.1 0.2 0.2
H 4.366 3.007 -1.044 0.4 0.3 -0.3
H 4.278 0.092 -1.224 -0.4 -0.4 0.1
H 2.963 1.326 -1.010 -0.1 -0.6 -0.1

10
Properties=species:S:1:pos:R:3:forces:R:3 method="wB97M-V/def2-TZVPD" e_above_lowest_kcal_mol=23.4 total_charge=0 orbital_gap_ev=10.69 e_lumo_ha=0.0335
N 2.775 -0.093 0.104 1.3 0.9 -0.7
N 1.518 0.371 -0.078 0.5 0.5 -0.2
C 0.584 -0.455 0.030 -0.4 -1.1 0.3
C -0.860 -0.034 -0.033 1.0 -0.1 1.7
F -0.939 1.265 -0.103 -0.2 1.6 -0.8
F -1.512 -0.335 1.127 0.1 -0.7 -0.3
F -1.513 -0.593 -1.029 -0.5 -0.4 -0.7
H 3.444 0.551 -0.368 -0.7 -1.1 0.7
H 2.980 -1.104 0.013 -0.4 0.9 -0.1
H 0.859 -1.484 0.239 -0.6 -0.4 0.0

82
Properties=species:S:1:pos:R:3:forces:R:3 method="wB97M-V/def2-TZVPD" e_above_lowest_kcal_mol=0.0 total_charge=+2 orbital_gap_ev="7.07 / 7.13" multiplicity=6 e_lumo_ha="-0.2164 / -0.2143"
Sm 10.084 8.010 12.489 -0.1 -1.0 -0.2
C 8.994 11.885 14.749 -0.9 0.7 0.4
C 8.780 10.787 13.899 1.2 0.0 0.3
N 9.275 9.580 14.195 -0.7 0.2 0.4
C 9.804 9.335 15.435 -0.6 2.2 -0.3
C 9.947 10.403 16.384 -0.2 -1.1 -0.9
C 9.546 11.691 16.013 0.1 0.1 -1.3
C 10.462 10.144 17.677 0.4 -0.5 0.4
C 10.760 8.860 18.033 0.2 0.6 1.0
C 10.663 7.797 17.102 -1.1 0.6 -1.5
C 10.992 6.495 17.430 0.0 -0.9 -0.8
C 10.920 5.483 16.495 0.5 -0.7 1.5
C 10.487 5.779 15.217 0.6 -0.1 -1.3
N 10.238 7.015 14.805 -1.2 1.2 1.3
C 10.187 8.024 15.779 1.6 -1.7 0.0
H 8.602 12.864 14.405 0.5 -0.7 0.5
H 8.312 10.936 12.914 0.2 -0.2 0.5
H 9.780 12.485 16.714 -0.4 0.2 -0.2
H 10.611 11.019 18.313 -0.1 -0.5 0.2
H 11.098 8.573 19.046 -0.1 0.5 -0.6
H 11.273 6.318 18.429 0.5 -0.5 1.0
H 11.254 4.457 16.772 -0.6 0.9 -0.4
H 10.446 4.983 14.457 0.0 0.6 0.3
C 15.852 5.194 12.436 0.5 0.1 -1.3
C 16.054 5.587 10.965 1.0 0.3 0.0
C 17.016 4.912 10.139 -1.4 -0.1 1.8
C 17.183 5.222 8.814 -0.1 0.0 -0.8
C 16.433 6.251 8.253 -0.8 0.8 -0.7
C 15.493 6.942 9.030 0.4 -0.2 -0.7
C 15.349 6.650 10.380 -0.6 -0.3 -0.3
N 14.348 7.470 11.061 0.8 0.2 0.8
C 13.054 7.183 11.296 0.1 -1.2 -1.2
N 12.625 6.001 10.696 0.7 1.4 0.7
C 11.473 5.246 10.977 -0.4 -1.9 -1.1
C 10.455 5.707 11.755 -0.7 1.8 0.9
C 9.347 4.899 11.975 -0.3 0.0 0.4
C 9.203 3.639 11.415 -0.8 -0.7 0.3
C 10.185 3.157 10.566 1.1 1.7 0.2
C 11.350 3.961 10.372 -0.1 -0.5 -0.3
C 12.431 3.360 9.505 -0.1 -1.0 0.4
N 12.260 8.020 11.944 0.3 -0.6 -0.6
C 12.719 9.290 12.419 0.8 -0.7 1.5
C 12.407 10.437 11.695 0.9 0.2 0.0
C 12.774 11.693 12.194 0.1 0.3 1.1
C 13.461 11.732 13.429 0.0 0.2 -0.3
C 13.799 10.577 14.136 -0.3 0.1 0.1
C 13.408 9.331 13.683 -0.5 -0.4 -0.6
C 13.737 8.077 14.501 0.8 1.1 -0.6
H 16.311 5.905 13.136 0.2 -0.3 -0.2
H 16.210 4.164 12.561 0.0 0.5 0.3
H 14.800 5.220 12.616 -0.8 -0.2 0.4
H 17.511 4.048 10.596 0.0 0.4 -0.3
H 17.804 4.603 8.164 0.1 0.3 0.3
H 16.504 6.544 7.182 0.1 -0.5 0.9
H 14.820 7.682 8.574 0.5 -0.2 0.2
H 14.699 8.314 11.511 -0.2 -0.2 -0.3
H 13.304 5.602 10.056 -0.1 0.0 0.3
H 8.573 5.264 12.673 0.0 -0.2 -0.3
H 8.348 2.996 11.673 0.3 0.4 -0.2
H 10.064 2.215 10.047 0.2 0.0 0.1
H 11.974 2.608 8.866 0.0 -0.1 -0.1
H 13.202 2.809 10.074 -0.3 0.4 0.0
H 12.949 4.011 8.834 0.3 0.8 -0.4
H 12.131 10.276 10.662 -0.7 0.3 0.0
H 12.504 12.653 11.711 0.3 -0.9 0.1
H 13.799 12.672 13.865 -0.3 0.0 -0.3
H 14.331 10.623 15.095 -0.1 0.2 -0.4
H 13.787 8.322 15.562 -0.4 -0.1 0.0
H 14.751 7.721 14.264 -0.2 0.0 -0.1
H 13.059 7.283 14.275 -0.5 -0.6 0.1
S 8.846 9.499 10.476 -0.4 -0.8 -0.7
C 8.361 8.047 9.635 -0.7 -0.2 -0.4
N 8.963 7.504 8.579 1.2 0.5 -0.3
C 8.385 6.227 8.150 0.7 -0.2 -0.1
C 7.159 6.122 9.034 -0.8 -0.2 -0.1
N 7.281 7.288 9.913 0.4 0.1 0.4
H 9.811 7.891 8.150 -0.7 -0.2 0.6
H 9.110 5.421 8.273 0.0 0.0 0.5
H 8.156 6.211 7.096 -0.2 0.4 -0.4
H 7.083 5.183 9.569 0.4 0.0 0.4
H 6.244 6.158 8.454 -0.2 0.4 -0.2
H 6.528 7.585 10.510 0.2 0.2 0.1

13
Properties=species:S:1:pos:R:3:forces:R:3 method="wB97M-V/def2-TZVPD" e_above_lowest_kcal_mol=7.5 total_charge=+1 orbital_gap_ev=13.36 e_lumo_ha=-0.1167
O 2.246 -0.061 0.325 0.4 0.1 0.5
H 2.848 0.678 0.161 -0.1 0.0 -0.2
H 2.722 -0.563 1.005 -0.1 -0.1 -0.1
O -2.212 1.710 0.295 -0.3 -0.1 0.0
H -2.111 2.666 0.220 0.0 -0.1 0.0
H -3.159 1.521 0.370 0.2 0.1 0.0
O 0.296 -1.702 -1.153 0.3 -0.2 -0.3
H 1.231 -1.695 -1.405 -0.2 0.0 0.0
H -0.191 -2.197 -1.832 0.1 0.2 0.3
O -0.399 -0.027 0.606 0.1 -0.1 0.7
H -1.171 0.611 0.384 0.3 0.1 -0.1
H -0.058 -0.753 -0.023 -0.6 0.1 -0.7
H 0.385 0.393 1.004 0.0 0.1 -0.2

28
Properties=species:S:1:pos:R:3:forces:R:3 method="wB97M-V/def2-TZVPD" e_above_lowest_kcal_mol=29.0 total_charge=+1 orbital_gap_ev="7.32 / 6.26" e_lumo_ha="-0.1568 / -0.1610"
C -2.614 -0.867 1.314 -0.1 0.6 -0.4
C -2.179 0.385 1.759 1.0 -1.3 -3.2
C -2.256 -1.413 0.087 0.0 1.4 1.1
C -1.339 1.048 0.869 -1.2 -1.6 -0.5
C -1.482 -0.695 -0.779 0.6 0.7 -0.2
C -1.021 0.569 -0.419 -1.2 -0.3 2.4
C 1.752 0.626 -0.068 0.2 0.1 0.7
C -0.884 -1.373 -1.933 0.6 -0.2 -0.3
C 0.567 -1.611 -1.613 1.3 -1.9 -0.2
C -0.175 1.414 -1.187 0.2 -1.1 -2.2
C 3.157 0.129 1.923 -1.1 -3.0 -1.2
N 1.088 1.620 -0.774 0.9 -0.3 0.3
N 2.575 1.077 0.952 -0.9 -2.9 -1.2
O -0.416 1.666 -2.483 0.5 0.5 0.0
S 1.501 -1.147 -0.290 0.6 1.5 0.5
H -3.374 -1.345 1.853 -0.8 -0.9 1.0
H -2.611 0.812 2.595 -0.4 0.9 1.7
H -2.617 -2.343 -0.231 -0.5 -1.3 -0.1
H -1.041 2.010 1.009 0.8 2.7 1.0
H -1.337 -2.387 -1.890 0.1 0.7 -1.3
H -0.917 -0.743 -2.851 -0.5 -1.1 0.1
H 1.051 -2.617 -1.927 -1.0 1.8 0.3
H 3.962 0.617 2.327 2.3 0.8 0.9
H 3.439 -0.932 1.514 -0.2 2.4 0.1
H 2.516 -0.163 2.760 -0.6 0.5 -0.2
H 1.663 2.412 -1.078 -0.4 -0.3 -0.1
H 2.258 1.893 1.398 -0.4 1.3 0.4
H -1.265 1.358 -2.838 0.0 0.2 0.7

77
Properties=species:S:1:pos:R:3:forces:R:3 method="wB97M-V/def2-TZVPD" e_above_lowest_kcal_mol=19.6 total_charge=0 orbital_gap_ev=6.92 e_lumo_ha=-0.0417
Pb 2.044 -0.416 -0.547 -0.1 0.1 0.5
Br 1.365 -2.445 -5.345 -0.1 -0.4 0.0
C 1.162 -0.624 -4.964 0.3 -0.2 0.5
C 0.868 0.244 -6.021 -0.2 -0.3 -0.2
C 0.772 1.583 -5.808 0.1 0.1 -0.7
Br 0.373 2.708 -7.286 0.0 0.0 0.1
C 1.030 2.112 -4.543 0.2 -0.5 0.9
C 1.103 3.474 -4.240 -0.2 0.6 -0.3
C 1.314 3.905 -2.964 0.2 0.3 -0.1
C 1.493 2.951 -1.955 -0.1 -0.3 0.4
N 1.494 1.663 -2.199 0.0 -0.1 -0.1
C 1.295 1.207 -3.474 -0.1 1.0 0.4
C 1.383 -0.199 -3.654 -0.1 0.0 -0.6
O 1.677 -0.969 -2.655 0.0 -0.7 -0.4
H 0.720 -0.171 -7.014 0.0 0.1 0.2
H 0.992 4.173 -5.066 0.0 0.0 0.2
H 1.393 4.963 -2.746 -0.1 -0.1 0.1
H 1.633 3.234 -0.902 0.0 0.1 -0.5
Br 4.563 -3.803 4.992 -0.2 0.5 -0.1
C 4.293 -1.982 4.452 0.3 0.2 -0.3
C 4.897 -1.016 5.271 -0.7 -0.8 -0.7
C 4.903 0.316 4.926 0.5 0.1 0.1
C 4.390 0.729 3.717 -0.8 -0.9 -0.3
C 3.731 -0.230 2.950 0.0 -0.1 -0.6
C 3.659 -1.599 3.263 -0.4 0.3 0.1
C 2.786 -2.524 2.343 0.6 1.0 0.1
O 2.581 -3.658 2.702 -0.2 -0.4 -0.1
O 2.346 -1.933 1.277 0.0 -0.2 0.1
H 5.346 -1.381 6.158 0.4 0.0 0.8
H 5.377 1.026 5.575 0.2 0.2 0.3
H 4.474 1.753 3.396 -0.1 0.2 -0.1
H 3.263 0.030 1.995 0.2 0.1 0.4
C 1.043 4.039 2.176 -0.2 -0.2 -0.6
C -0.093 3.132 1.766 0.3 0.4 0.5
C -1.377 3.475 1.942 0.5 -0.7 -0.2
C -2.431 2.533 1.653 0.1 -0.2 -0.5
C -3.862 2.885 1.918 -0.2 -0.3 0.0
C -2.163 1.351 1.056 0.1 0.1 0.3
C -0.803 0.914 0.770 -0.7 -0.3 -0.3
C 0.235 1.757 1.411 -0.2 -0.1 -0.3
N -0.440 -0.168 0.154 0.2 0.5 0.5
C -1.398 -1.233 -0.223 1.0 -0.7 -0.4
C -2.176 -1.802 0.967 -0.2 0.4 -0.1
C -3.027 -3.007 0.526 0.5 0.4 -0.3
C -3.971 -2.525 -0.591 -0.1 -0.5 -0.4
C -3.167 -2.003 -1.803 0.0 0.4 0.8
C -2.262 -3.108 -2.313 0.2 -0.2 0.1
C -1.339 -3.590 -1.186 0.5 -0.2 -0.7
C -2.117 -4.124 -0.017 -0.6 0.0 0.7
C -0.498 -2.399 -0.741 -0.7 0.3 -0.2
C -2.299 -0.813 -1.365 -0.3 0.2 -0.5
H 0.706 5.064 2.298 0.0 0.1 -0.1
H 1.838 4.000 1.428 0.0 0.1 0.0
H 1.484 3.728 3.118 0.1 -0.2 0.2
H -1.619 4.456 2.269 -0.3 0.7 0.3
H -3.965 3.860 2.376 0.0 0.1 0.3
H -4.310 2.104 2.554 0.0 0.4 -0.2
H -4.409 2.921 0.973 -0.1 -0.1 0.1
H -3.025 0.757 0.818 0.1 -0.3 -0.2
H 1.198 1.629 0.936 0.3 0.0 0.2
H -2.840 -1.043 1.388 0.0 -0.1 0.1
H -1.449 -2.048 1.736 0.1 -0.3 0.2
H -3.556 -3.358 1.410 -0.3 -0.1 -0.1
H -4.652 -1.740 -0.233 0.0 -0.2 0.0
H -4.562 -3.378 -0.971 -0.1 0.3 0.4
H -3.867 -1.665 -2.567 0.0 0.0 -0.2
H -1.635 -2.773 -3.140 -0.1 0.1 -0.1
H -2.865 -3.929 -2.679 -0.2 -0.4 -0.1
H -0.662 -4.365 -1.593 -0.2 0.3 0.2
H -1.433 -4.424 0.785 0.0 -0.1 -0.1
H -2.742 -4.989 -0.286 0.2 0.1 0.0
H 0.088 -2.090 -1.603 0.0 0.3 -0.1
H 0.169 -2.680 0.050 0.5 -0.3 0.6
H -2.912 0.061 -1.107 0.0 -0.2 -0.1
H -1.666 -0.530 -2.211 0.0 0.2 0.0
O -0.272 1.177 3.684 -1.4 0.8 1.9
N 0.384 0.819 2.835 1.5 -0.7 -1.9